[1]
The following is a quantum chemistry calculation of a 2-piece molecular cluster, C4H9N2 overall at a distorted geometry, from OMol25.

Properties
HOMO-LUMO gap, Ha: 0.3750
LUMO, eV: -3.802
F_max, eV/Å: 6.287
Energy, Ha: -266.9436
Net charge: +1
ΔE to the lowest compared entry with this formula, charge and spin, kcal/mol: 97.69

Last column: natural (NBO) charge in e.
Element x y z (Å)
C1 0.3301 0.4328 0.3311  0.723
C2 -0.1359 0.5225 -2.6019  0.006
C3 0.2888 -0.7402 2.0848  -0.625
C4 -0.6704 -0.2917 0.9839  -0.540
N1 -1.0079 0.1298 -1.7662  -0.670
N2 1.2552 0.9798 -0.0278  -0.497
H1 0.4634 -0.0038 -3.3414  0.178
H2 0.0640 1.5611 -2.5660  0.161
H3 1.2076 -0.9845 1.6973  0.224
H4 -0.1665 -1.7087 2.5031  0.264
H5 0.2354 -0.1360 3.0399  0.266
H6 -1.2762 0.5402 1.4184  0.310
H7 -1.2324 -1.0449 0.3432  0.310
H8 -1.4584 -0.8105 -1.7559  0.368
H9 2.1031 1.5543 -0.3424  0.522


[2]
The following is a quantum chemistry calculation of an isolated ion of composition C4H9N2 and charge +1 at a distorted geometry, from OMol25.

Properties
Structure (SMILES): C=CC/[NH+]=C/N
HOMO-LUMO gap, Ha: 0.3769
LUMO, eV: -3.813
F_max, eV/Å: 4.081
Energy, Ha: -267.0309
Net charge: +1
ΔE to the lowest compared entry with this formula, charge and spin, kcal/mol: 42.91

Last column: natural (NBO) charge in e.
Element x y z (Å)
C1 -2.5852 0.3850 0.5456  -0.323
C2 -1.6544 0.3188 -0.4214  -0.245
C3 1.8046 -0.0747 -0.3035  0.401
C4 -0.5102 -0.7211 -0.3723  -0.260
N1 2.8704 0.4122 0.3168  -0.734
N2 0.6586 -0.2288 0.2316  -0.481
H1 -3.3052 1.1314 0.5678  0.222
H2 -2.6562 -0.5146 1.2619  0.201
H3 -1.8259 0.9902 -1.2407  0.228
H4 1.9400 -0.6131 -1.2618  0.229
H5 -0.2673 -1.0629 -1.4178  0.226
H6 -0.8513 -1.4806 0.2644  0.228
H7 3.6896 -0.1113 0.0524  0.436
H8 2.7505 0.7942 1.3357  0.437
H9 0.3191 0.3060 1.0509  0.434


[3]
The following is a quantum chemistry calculation of an isolated ion of composition C4H9N2O and charge +1 at a distorted geometry, from OMol25.

Properties
Structure (SMILES): C=COCNC=[NH2+]
HOMO-LUMO gap, Ha: 0.3356
LUMO, eV: -4.158
F_max, eV/Å: 2.848
Energy, Ha: -342.2662
Net charge: +1
ΔE to the lowest compared entry with this formula, charge and spin, kcal/mol: 57.15

Last column: natural (NBO) charge in e.
Element x y z (Å)
C1 -1.0353 -0.0636 1.3734  0.419
C2 1.1805 -0.4294 0.4911  0.092
C3 1.0517 1.2513 -1.3118  0.138
C4 0.8412 0.4282 -2.3246  -0.524
N1 -0.1838 -0.9172 0.8327  -0.536
N2 -2.3399 -0.4097 1.5183  -0.707
O1 1.2093 0.8740 0.0600  -0.523
H1 1.7505 -0.3719 1.3853  0.219
H2 1.5351 -1.2650 -0.2019  0.205
H3 1.2086 2.3802 -1.3433  0.231
H4 1.1837 -0.6194 -2.3290  0.221
H5 0.7730 0.9298 -3.2733  0.244
H6 -0.7277 0.8909 1.8185  0.251
H7 -0.7324 -1.5580 0.2353  0.418
H8 -3.0153 0.1316 1.9849  0.436
H9 -2.6992 -1.2518 1.0843  0.416


[4]
The following is a quantum chemistry calculation of a 2-piece molecular cluster, C4H9N2O overall at a distorted geometry, from OMol25.

Properties
HOMO-LUMO gap, Ha: 0.3804
LUMO, eV: -4.405
F_max, eV/Å: 3.462
Energy, Ha: -342.0881
Net charge: +1
ΔE to the lowest compared entry with this formula, charge and spin, kcal/mol: 168.87

Last column: natural (NBO) charge in e.
Element x y z (Å)
C1 -1.4728 0.1172 -0.1246  -0.187
C2 -2.0422 -0.8962 -1.0808  -0.220
C3 1.8755 0.8719 0.9664  -0.826
C4 -0.8107 0.6814 -2.4902  0.207
N1 -1.4100 1.4716 -3.1329  0.285
N2 -0.8117 -0.1630 -1.4372  -0.401
O1 -1.8610 2.2420 -3.9003  -0.238
H1 -1.7785 1.0974 0.1805  0.280
H2 -0.8660 -0.4399 0.5929  0.246
H3 -1.9957 -1.9526 -0.8616  0.266
H4 -3.0667 -0.5887 -1.4160  0.278
H5 1.6821 0.8862 2.0456  0.233
H6 2.8368 0.5151 0.7802  0.232
H7 1.7475 1.8996 0.6688  0.226
H8 1.1507 0.1524 0.4565  0.137
H9 0.0572 -0.7282 -1.4266  0.482


[5]
The following is a quantum chemistry calculation of an isolated ion of composition C4H9N2O and charge +1 at a distorted geometry, from OMol25.

Properties
Structure (SMILES): C=C1ONC[N@@H+]1C
HOMO-LUMO gap, Ha: 0.3831
LUMO, eV: -3.432
F_max, eV/Å: 4.572
Energy, Ha: -342.1671
Net charge: +1
ΔE to the lowest compared entry with this formula, charge and spin, kcal/mol: 119.36

Last column: natural (NBO) charge in e.
Element x y z (Å)
C1 -0.2555 -0.2078 -1.0556  0.444
C2 -1.0043 -1.2318 -1.4959  -0.490
C3 -0.1115 1.3824 0.5868  -0.116
C4 0.8301 -0.9229 1.0983  -0.426
N1 0.8869 1.5549 -0.4125  -0.305
N2 -0.2401 -0.0901 0.5340  -0.408
O1 0.3376 0.8358 -1.5808  -0.329
H1 -1.2960 -1.5647 -2.5441  0.280
H2 -1.3515 -1.9417 -0.8150  0.217
H3 0.3995 1.6511 1.6235  0.255
H4 -1.0336 2.0178 0.5855  0.249
H5 1.6513 -0.7533 0.4867  0.240
H6 1.1072 -0.7727 2.1911  0.259
H7 0.5046 -2.0210 0.9206  0.250
H8 0.8211 2.5072 -0.8357  0.404
H9 -1.2458 -0.4434 0.7131  0.477


[6]
The following is a quantum chemistry calculation of a 2-piece molecular cluster, C4H9N2O overall at a distorted geometry, from OMol25.

Properties
HOMO-LUMO gap, Ha: 0.3960
LUMO, eV: -3.025
F_max, eV/Å: 1.977
Energy, Ha: -342.3344
Net charge: +1
ΔE to the lowest compared entry with this formula, charge and spin, kcal/mol: 14.32

Last column: natural (NBO) charge in e.
Element x y z (Å)
C1 -2.5525 0.4169 0.2117  -0.659
C2 -1.0786 0.0264 0.1144  0.168
C3 -0.4493 -0.5032 -1.0142  -0.070
N1 0.7263 -1.0474 -0.5283  -0.442
C4 0.8477 -0.8237 0.7874  0.257
N2 -0.1925 -0.0751 1.1574  -0.459
H1 -2.7200 1.3914 -0.2670  0.257
H2 -3.1725 -0.3383 -0.2791  0.255
H3 -2.9068 0.4987 1.2388  0.242
H4 -0.9749 -0.5286 -2.0057  0.277
H5 1.5846 -1.4244 -0.9365  0.466
H6 1.7150 -0.9252 1.4129  0.253
H7 -0.4937 0.1273 2.0980  0.451
H8 2.9765 1.4476 -1.2972  0.487
H9 3.8037 0.8418 -0.1965  0.485
O1 2.8871 0.9157 -0.4962  -0.969